Entry from OMol25: a cluster of 8 separate species, C20H56Cl6O24P6 in total at a distorted geometry (the ωB97M-V functional and the def2-TZVPD basis).

```
112
Properties=species:S:1:pos:R:3:mulliken_charge:R:1
C -3.466 1.208 -0.891 0.26
O -4.481 1.664 -1.919 -0.41
P -4.341 3.063 -2.787 1.34
O -2.976 3.372 -3.318 -0.69
O -5.515 2.943 -3.893 -0.36
C -6.740 2.301 -3.618 -0.67
O -4.890 4.211 -1.726 -0.35
C -5.107 5.482 -2.234 -0.85
H -3.112 0.232 -1.221 -0.14
H -3.919 1.140 0.098 0.36
H -2.589 1.853 -0.844 -0.18
H -6.962 1.815 -4.569 0.26
H -7.572 2.933 -3.306 0.26
H -6.684 1.552 -2.829 0.29
H -5.665 5.364 -3.163 0.37
H -4.195 6.027 -2.481 0.29
H -5.864 6.037 -1.680 0.30
C -1.482 -5.645 3.143 -0.78
O -1.713 -4.852 2.010 0.05
P -3.229 -4.675 1.488 0.58
O -4.203 -4.202 2.471 -0.67
O -3.635 -6.060 0.673 -0.33
C -4.706 -6.078 -0.169 -0.58
O -3.059 -3.617 0.243 -0.12
C -2.581 -2.345 0.544 -0.12
H -0.957 -6.523 2.768 0.22
H -2.329 -6.012 3.723 0.39
H -0.896 -5.106 3.888 0.27
H -4.449 -6.763 -0.977 0.21
H -4.955 -5.080 -0.529 0.28
H -5.547 -6.528 0.359 0.25
H -2.072 -2.298 1.507 0.30
H -3.323 -1.547 0.507 0.20
H -1.840 -1.985 -0.170 -0.17
C 1.100 -2.866 2.443 -0.63
O 2.243 -3.648 2.040 0.12
P 2.940 -4.518 3.203 0.75
O 3.270 -3.879 4.553 -0.67
O 4.252 -5.050 2.423 -0.36
C 5.432 -4.305 2.197 -0.56
O 2.071 -5.911 3.194 -0.32
C 2.064 -6.763 2.089 -0.67
H 1.395 -1.851 2.177 0.31
H 0.916 -2.848 3.517 0.40
H 0.171 -3.103 1.925 0.05
H 5.591 -4.158 1.128 0.26
H 6.263 -4.877 2.608 0.24
H 5.381 -3.321 2.664 0.21
H 1.092 -7.251 2.014 0.23
H 2.824 -7.544 2.069 0.30
H 2.302 -6.256 1.154 0.31
C -0.854 -0.104 -6.437 -0.31
O -1.147 -1.438 -5.968 -0.44
P -1.365 -1.645 -4.386 0.45
O -2.033 -0.515 -3.677 -0.12
O -2.029 -3.074 -4.348 -0.39
C -2.768 -3.632 -3.264 -0.51
O 0.108 -1.991 -3.819 0.09
C 1.020 -2.765 -4.600 -0.33
H 0.214 -0.060 -6.649 -0.05
H -1.080 0.692 -5.727 0.26
H -1.447 0.020 -7.343 0.26
H -3.762 -3.226 -3.077 0.31
H -2.223 -3.437 -2.341 0.13
H -2.873 -4.714 -3.346 0.31
H 0.685 -3.196 -5.544 0.34
H 1.454 -3.593 -4.039 0.35
H 1.876 -2.153 -4.883 -0.27
C 1.883 6.808 1.659 -0.60
O 0.855 6.281 0.787 -0.30
P -0.800 6.545 1.008 0.98
O -1.363 6.044 2.284 -0.67
O -1.016 8.154 0.794 -0.34
C -1.107 8.916 1.962 -0.70
O -1.519 5.987 -0.337 -0.33
C -1.507 4.638 -0.600 -0.59
H 1.445 7.253 2.553 0.30
H 2.438 7.601 1.157 0.30
H 2.611 6.088 2.032 0.17
H -0.309 9.641 1.808 0.27
H -1.007 8.416 2.926 0.36
H -1.980 9.567 1.919 0.27
H -2.565 4.415 -0.743 0.08
H -1.077 3.986 0.159 0.35
H -1.123 4.473 -1.607 0.41
C 4.253 -0.873 5.508 -0.58
O 4.647 0.455 5.556 -0.39
P 4.961 1.353 4.158 1.11
O 5.675 0.679 3.029 -0.69
O 3.489 1.857 3.720 -0.33
C 3.253 2.572 2.529 -0.44
O 5.656 2.676 4.733 -0.33
C 7.011 2.656 4.992 -0.70
H 5.140 -1.356 5.920 0.28
H 4.039 -1.259 4.512 0.21
H 3.470 -1.150 6.214 0.31
H 2.850 3.519 2.889 0.29
H 2.639 1.954 1.874 0.01
H 4.155 2.833 1.976 0.37
H 7.151 2.989 6.020 0.26
H 7.470 3.395 4.335 0.25
H 7.440 1.668 4.823 0.34
Cl 4.704 -1.944 -5.179 -0.14
C 4.270 -0.170 -5.247 0.25
Cl 2.853 0.166 -6.271 -0.13
Cl 5.672 0.817 -5.789 -0.13
H 4.010 0.154 -4.239 0.10
Cl 1.547 0.611 -2.869 -0.04
C 0.517 0.688 -1.407 0.47
Cl 1.027 2.050 -0.360 -0.09
Cl 0.729 -0.880 -0.514 -0.05
H -0.517 0.825 -1.724 -0.30
```

As for the SMILES: COP(=O)(OC)OC.COP(=O)(OC)OC.COP(=O)(OC)OC.COP(=O)(OC)OC.COP(=O)(OC)OC.COP(=O)(OC)OC.ClC(Cl)Cl.ClC(Cl)Cl. For the max |F|, the calculation gives 5.06 eV/A. As for the net charge: 0. For the energy above the lowest of the compared OMol25 structures with the same formula, charge and spin, the calculation gives 4.2390 eV. The value obtained for the gap between HOMO and LUMO is 10.72 eV.